Molecular formula: C2HN2O3S2
Method: DFT, wB97M-V/def2-TZVPD

**SMILES**: O=S(=O)([O-])c1csnn1
**Frontier orbital gap**: 8.37 eV
**Energy relative to the best compared isomer or geometry (same formula, charge and spin)**: 4.8 kcal/mol
**Total energy**: -1208.42873 a.u.
**Net charge**: -1

Geometry (Å):
1 C 1.0802 0.1397 -0.8890
2 C 0.3086 -0.1334 0.4418
3 N 0.7995 0.5517 1.4927
4 N 1.8158 1.2408 1.2314
5 O -2.3590 -0.4835 1.2839
6 O -1.7426 0.3366 -0.9041
7 O -1.4306 -2.0583 -0.4064
8 S 2.2537 1.2818 -0.4681
9 S -1.5071 -0.6847 0.1127
10 H 0.7815 -0.1907 -1.8949

Results of the Löwdin charge analysis, in e, for atoms 1 through 2: C -0.392; C -0.324